No. 1
5 unconnected molecules or ions with the total composition C25H56B2N5O13S, computed with the ωB97M-V functional and the def2-TZVPD basis.

As for the molecular weight: 688.4 g/mol. The HOMO energy comes out at -0.424 hartree. The frontier orbital gap is 7.499 eV.

Geometry as ORCA input:
```
! RIJCOSX wB97M-V def2-TZVPD def2/J DEFGRID3
* xyz 1 1
C 1.46 -2.51 0.85
O 0.68 -1.30 0.90
B 0.88 -0.32 -0.03
O 0.82 1.00 0.30
C 1.14 -0.74 -1.56
C 2.29 -0.27 -2.16
N 3.23 0.49 -1.42
C 4.48 -0.27 -1.17
C 3.45 1.82 -1.85
C 2.39 2.50 -2.66
O 4.45 2.39 -1.48
C 2.57 -0.66 -3.51
O 3.68 -0.23 -4.09
N 4.50 -1.44 -4.76
O 4.68 -1.24 -5.84
N 1.77 -1.43 -4.20
N 0.66 -1.86 -3.59
B -0.14 -2.82 -4.51
O 0.01 -4.14 -4.18
N -0.91 -2.35 -5.59
C -2.33 -2.74 -5.58
C -0.64 -1.00 -6.10
C 0.31 -1.58 -2.34
C -0.94 -2.22 -1.79
C -2.31 -1.56 -2.08
C -2.35 -0.27 -2.89
S -2.01 1.19 -1.92
O -2.20 0.87 -0.54
O -0.76 1.74 -2.38
O -3.12 2.23 -2.38
H 2.43 -2.34 0.39
H 1.61 -2.83 1.88
H 0.91 -3.29 0.33
H 1.42 1.24 1.01
H 4.65 -0.36 -0.09
H 4.35 -1.29 -1.53
H 5.34 0.16 -1.67
H 1.64 2.91 -1.98
H 1.88 1.87 -3.39
H 2.87 3.33 -3.17
H 0.25 -4.68 -4.93
H -2.96 -1.85 -5.47
H -2.53 -3.44 -4.77
H -2.61 -3.24 -6.51
H -0.45 -0.26 -5.32
H 0.24 -1.01 -6.76
H -1.49 -0.65 -6.69
H -0.99 -3.26 -2.12
H -0.81 -2.28 -0.71
H -2.99 -2.27 -2.56
H -2.78 -1.33 -1.13
H -1.69 -0.23 -3.75
H -3.37 -0.16 -3.28
H -4.00 1.83 -2.31
C -6.79 0.30 -0.92
C -6.46 -1.17 -1.08
C -7.34 -2.04 -0.19
O -5.07 -1.41 -0.79
H -6.61 0.62 0.10
H -6.15 0.91 -1.57
H -7.83 0.50 -1.17
H -6.59 -1.47 -2.12
H -7.18 -1.78 0.86
H -7.09 -3.09 -0.31
H -8.39 -1.90 -0.42
H -4.92 -1.16 0.13
C 5.99 1.15 2.60
C 6.27 -0.20 3.24
C 7.70 -0.29 3.75
O 6.01 -1.25 2.31
H 6.65 1.31 1.74
H 4.96 1.19 2.24
H 6.15 1.97 3.30
H 5.58 -0.36 4.06
H 8.41 -0.18 2.93
H 7.88 -1.26 4.21
H 7.91 0.48 4.50
H 6.63 -1.14 1.57
C 5.88 2.07 7.56
C 6.11 0.60 7.27
C 5.08 -0.28 7.97
O 7.43 0.21 7.64
H 5.98 2.26 8.64
H 6.63 2.68 7.05
H 4.89 2.39 7.25
H 6.06 0.43 6.19
H 5.16 -0.16 9.05
H 5.26 -1.33 7.74
H 4.07 -0.03 7.66
H 7.53 0.34 8.59
C -7.53 3.75 2.96
C -7.91 2.90 1.76
C -8.13 3.75 0.52
O -9.07 2.12 2.04
H -8.33 4.46 3.19
H -7.37 3.12 3.84
H -6.62 4.32 2.77
H -7.12 2.17 1.57
H -8.94 4.45 0.68
H -8.40 3.12 -0.33
H -7.23 4.31 0.26
H -9.80 2.72 2.22
*
```

Mulliken population analysis, charges in e, atoms 1 to 8:
1 C -0.5695
2 O -0.4410
3 B 1.1907
4 O -0.7346
5 C 0.8270
6 C -0.3700
7 N 0.7328
8 C -1.3605

=====

No. 2
14 unconnected molecules or ions with the total composition H28O14, computed with the ωB97M-V functional and the def2-TZVPD basis.

As for the molecular weight: 252.2 g/mol. The HOMO energy comes out at -0.383 hartree. The frontier orbital gap is 10.405 eV.

Geometry as ORCA input:
```
! RIJCOSX wB97M-V def2-TZVPD def2/J DEFGRID3
* xyz 0 1
O -0.18 1.42 -4.37
H -0.77 2.14 -4.67
H 0.74 1.60 -4.42
O 1.75 3.28 0.09
H 1.09 3.22 -0.64
H 1.75 2.30 0.18
O -3.35 -0.16 -1.95
H -4.22 -0.47 -2.14
H -3.38 -0.02 -1.03
O 2.59 -1.49 0.45
H 3.27 -0.92 0.05
H 2.75 -1.34 1.37
O 2.52 -0.31 -3.47
H 2.26 -1.08 -4.09
H 3.28 -0.45 -3.01
O 0.10 1.61 -0.96
H -0.71 1.90 -0.53
H -0.29 0.78 -1.28
O 0.00 2.53 1.82
H 0.85 3.11 1.82
H 0.17 1.78 1.30
O -0.63 -1.20 -1.81
H -1.52 -1.37 -2.12
H -0.21 -1.19 -2.71
O -0.72 0.63 3.92
H 0.01 -0.02 4.17
H -0.31 1.45 4.23
O -4.03 0.09 0.54
H -3.29 0.10 1.22
H -4.67 0.74 0.80
O -0.13 -2.86 0.25
H -0.30 -2.34 -0.56
H 0.45 -3.57 -0.05
O -1.60 -0.38 1.46
H -0.84 -0.58 0.89
H -1.48 0.12 2.22
O -1.51 -4.57 2.27
H -0.68 -4.26 1.92
H -2.05 -3.81 2.30
O 4.36 0.80 2.15
H 4.71 1.36 1.47
H 4.24 1.43 2.93
*
```

Mulliken population analysis, charges in e, atoms 1 to 8:
1 O -0.5819
2 H 0.2884
3 H 0.2923
4 O -0.7226
5 H 0.4338
6 H 0.3460
7 O -0.6384
8 H 0.2727